# 1
The following is a DFT calculation (ωB97M-V with the def2-TZVPD basis set) of a structure of composition C14H10F3OS in a non-equilibrium geometry.

Geometry as XYZ:
```
29
C14H10F3OS | the Open Molecules 2025 dataset | ωB97M-V with the def2-TZVPD basis set
H -5.388 6.126 0.288
H -5.203 4.637 2.279
H 1.905 2.700 -1.124
H 0.813 1.436 2.821
H -2.527 3.689 -1.805
H -0.056 3.559 -0.193
C 1.258 2.135 0.834
C 2.107 2.047 -0.271
C 0.144 3.161 0.835
H 4.194 -0.409 0.834
H 3.802 1.063 -1.157
C 3.365 0.301 0.836
H -3.597 2.699 2.239
F -5.281 6.562 -2.109
C -4.594 4.432 1.400
F -3.099 6.843 -2.046
O -0.204 3.770 1.854
H 2.691 -0.223 2.834
C 1.478 1.338 1.961
F -3.968 5.209 -3.241
C -3.092 3.918 -0.907
C 3.158 1.129 -0.280
C -4.719 5.269 0.284
C -2.912 3.116 0.248
C 2.531 0.412 1.959
C -3.975 4.981 -0.859
C -4.088 5.892 -2.059
S -1.776 1.881 0.235
C -3.715 3.362 1.388
```

The spin multiplicity is 1. Its net charge is -1. The HOMO energy is -3.472 eV. The value obtained for the LUMO energy is 3.26 eV.

Here are the Löwdin charges for atoms 1 to 4, given in e:
1. H 0.10
2. H 0.09
3. H 0.11
4. H 0.12

=====

# 2
The following is a DFT calculation (ωB97M-V with the def2-TZVPD basis set) of the molecule C14H16N2O3S3 in a non-equilibrium geometry.

Geometry as XYZ:
```
38
C14H16N2O3S3 | the Open Molecules 2025 dataset | ωB97M-V with the def2-TZVPD basis set
H 0.723 -1.951 2.124
C -0.060 -1.568 -0.767
C 0.724 3.379 0.320
H 1.414 3.657 2.338
C -3.095 -0.450 -0.213
H -2.408 -2.047 1.034
H -0.111 -2.646 -0.580
C -0.836 0.180 0.827
C -3.200 -1.841 0.319
H 3.178 -1.594 1.112
H -0.057 4.105 0.215
C -4.125 0.161 -0.973
S -2.315 1.953 -0.720
N -0.049 -0.879 0.499
H -0.937 -1.270 -1.340
O 4.417 0.049 0.049
H -4.436 2.122 -1.894
C 1.212 -1.237 -1.567
O -0.605 0.878 1.798
C 2.242 -1.773 0.585
C -3.840 1.441 -1.320
S 3.272 0.253 -0.783
C 2.413 2.076 1.185
H -3.142 -2.568 -0.492
C 2.307 1.557 -0.069
C 1.497 3.126 1.408
H 2.128 -2.851 0.428
C 1.058 -1.213 1.383
H 1.333 -0.299 1.917
H 1.385 -2.016 -2.319
S 1.100 2.348 -1.002
H 3.128 1.716 1.901
C -2.034 0.396 -0.018
H -4.161 -1.973 0.815
H 1.109 -0.284 -2.090
H -5.036 -0.344 -1.238
N 2.368 -1.142 -0.702
O 3.440 0.548 -2.172
```

The spin multiplicity is 1. The SMILES is Cc1ccsc1C(=O)N1CCN(S(=O)(=O)c2cccs2)CC1. Its net charge is 0. The HOMO energy is -9.025 eV. The value obtained for the LUMO energy is 0.49 eV.

Here are the Löwdin charges for atoms 1 to 4, given in e:
1. H 0.13
2. C -0.12
3. C -0.39
4. H 0.11

=====

# 3
The following is a DFT calculation (ωB97M-V with the def2-TZVPD basis set) of a cluster of 2 separate species, C5H6O2 in total in a non-equilibrium geometry.

Geometry as XYZ:
```
13
C5H6O2 | the Open Molecules 2025 dataset | ωB97M-V with the def2-TZVPD basis set
C -1.476 -0.172 -0.497
H -0.504 -1.982 -1.105
H -0.908 2.360 1.452
O 3.276 0.972 -0.309
H 0.314 2.541 0.031
C -0.393 1.949 0.583
H -2.372 0.072 -1.190
C -0.838 0.848 0.005
H -0.511 -1.788 0.497
C -1.112 -1.670 -0.261
H -1.945 -2.239 -0.397
O 3.279 -0.928 0.910
C 3.191 0.036 0.280
```

The spin multiplicity is 1. The SMILES is C=C=CC.O=C=O. Its net charge is 0. The HOMO energy is -9.532 eV. The value obtained for the LUMO energy is 0.61 eV.

Here are the Löwdin charges for atoms 1 to 4, given in e:
1. C -0.14
2. H 0.08
3. H 0.06
4. O 0.25

=====

# 4
The following is a DFT calculation (ωB97M-V with the def2-TZVPD basis set) of a structure of composition C2HCl2N2O in a non-equilibrium geometry.

Geometry as XYZ:
```
8
C2HCl2N2O | the Open Molecules 2025 dataset | ωB97M-V with the def2-TZVPD basis set
O -2.607 0.975 1.003
Cl 1.800 0.714 1.156
N 0.548 2.496 1.225
C -1.547 1.412 0.964
N -0.556 2.166 0.953
H 0.666 -0.664 -0.557
C 0.667 -0.300 0.467
Cl -0.068 -1.417 1.517
```

The spin multiplicity is 1. Its net charge is +1. The HOMO energy (alpha / beta) is -14.423 / -14.757 eV. The value obtained for the LUMO energy (alpha / beta) is -6.89 / -8.00 eV.

Here are the Löwdin charges for atoms 1 to 4, given in e:
1. O 0.32
2. Cl 0.90
3. N 0.10
4. C -0.19

=====

# 5
The following is a DFT calculation (ωB97M-V with the def2-TZVPD basis set) of the molecule C4H9N3 in a non-equilibrium geometry.

Geometry as XYZ:
```
16
C4H9N3 | the Open Molecules 2025 dataset | ωB97M-V with the def2-TZVPD basis set
H -0.046 0.472 -2.243
N 0.289 0.519 -0.165
C -0.703 -0.216 0.435
N -1.496 0.247 1.337
C -0.196 -2.349 0.793
H 1.385 2.321 -0.120
H 0.898 -0.901 -1.619
H 0.284 2.114 1.235
C 0.398 1.937 0.160
H -2.133 -0.528 1.548
H 0.543 -2.031 1.550
N -0.930 -1.523 0.126
H -0.297 -3.432 0.621
H 1.652 0.681 -1.769
H -0.362 2.515 -0.376
C 0.715 0.173 -1.514
```

The spin multiplicity is 1. The SMILES is [H]/N=C(\N=C)N(C)C. Its net charge is 0. The HOMO energy is -8.639 eV. The value obtained for the LUMO energy is 0.82 eV.

Here are the Löwdin charges for atoms 1 to 4, given in e:
1. H 0.09
2. N -0.17
3. C -0.59
4. N 0.13

=====

# 6
The following is a DFT calculation (ωB97M-V with the def2-TZVPD basis set) of a structure of composition C33H32BrIN2O4PPd in a non-equilibrium geometry.

Geometry as XYZ:
```
75
C33H32BrIN2O4PPd | the Open Molecules 2025 dataset | ωB97M-V with the def2-TZVPD basis set
H 0.503 -4.702 -0.623
C -3.026 0.014 -1.610
C -2.451 1.289 1.496
H -5.162 0.258 0.906
C 0.914 -1.311 3.226
C -0.326 1.940 2.765
C -1.920 3.444 4.504
N -1.668 -3.035 1.220
H 2.808 4.819 -4.497
C 3.204 -0.691 4.664
C -0.512 -3.227 0.535
H 5.301 2.128 0.025
H -3.456 -1.136 0.126
H 2.057 1.237 -6.723
H -0.087 3.902 5.534
C 2.497 3.092 -5.736
H -1.738 1.773 -1.575
C 2.492 3.782 -4.534
C 3.361 1.664 0.809
H -3.986 -0.241 -2.065
H -1.007 -0.770 -1.733
C -0.107 -4.653 0.270
I 1.116 -5.320 1.889
C -3.242 -0.094 -0.105
H -0.948 -5.337 0.213
C -0.551 3.377 4.706
C 2.889 4.402 0.739
H 3.313 1.086 3.474
O 0.600 2.050 -1.314
N -2.072 0.328 0.733
C 4.119 3.896 0.340
H 0.826 -3.094 4.410
C 1.671 1.126 -4.622
H -1.958 -1.073 -3.155
H 3.528 0.592 0.798
H -4.798 1.433 -0.364
C 2.069 3.142 -3.384
H 2.698 5.467 0.689
H -2.547 4.021 5.173
H 2.819 3.583 -6.649
C -2.489 2.766 3.443
C 2.758 0.178 3.678
C 1.362 -2.175 4.211
O 0.188 -2.292 0.154
C 1.669 1.806 -3.394
H -3.557 2.815 3.287
C 4.352 2.526 0.362
H -2.473 1.446 -3.132
C 2.509 -1.865 4.931
H 0.931 3.944 1.482
H 4.897 4.571 0.001
C -1.708 2.006 2.564
C 1.603 -0.128 2.961
C 0.231 2.629 3.842
H 1.300 2.583 4.004
C -2.648 1.427 -2.054
O 1.455 0.055 -1.704
H -1.931 -2.092 1.458
C 1.895 3.546 1.191
P 0.872 1.000 1.754
C -4.368 0.805 0.409
H 2.048 3.668 -2.437
H 4.099 -0.448 5.225
O -3.725 1.661 1.388
Br 1.061 -0.655 -4.875
Pd -0.066 0.098 -0.134
C 2.141 2.177 1.258
H -3.436 2.153 -1.838
H 0.023 -1.553 2.658
H -2.227 -3.802 1.552
C -2.012 -1.020 -2.069
H -2.237 -2.014 -1.677
C 2.078 1.772 -5.782
H 2.866 -2.541 5.700
C 1.222 1.265 -2.065
```

The spin multiplicity is 1. Its net charge is +1. The HOMO energy (alpha / beta) is -10.479 / -10.481 eV. The value obtained for the LUMO energy (alpha / beta) is -4.10 / -4.10 eV.

Here are the Löwdin charges for atoms 1 to 4, given in e:
1. H 0.06
2. C -0.37
3. C -0.29
4. H 0.14

=====

# 7
The following is a DFT calculation (ωB97M-V with the def2-TZVPD basis set) of a structure of composition C24H18Br5FeN2O2.

Geometry as XYZ:
```
52
C24H18Br5FeN2O2 | the Open Molecules 2025 dataset | ωB97M-V with the def2-TZVPD basis set
C 1.309 0.028 -3.002
H 3.876 0.109 2.031
H -1.288 2.480 5.007
C -0.169 1.268 2.024
C 5.020 0.509 0.264
C 3.854 0.256 0.960
C -3.976 -1.591 0.413
C 0.028 -0.123 -3.689
H 0.207 -0.142 4.322
C -1.821 -3.421 0.268
H 1.757 2.967 2.878
C -2.258 -0.114 -3.438
C 5.001 0.702 -1.110
O -2.504 0.044 -0.492
H -3.093 0.012 -2.761
H 0.908 3.532 4.328
C 3.799 0.631 -1.789
C -2.437 -0.392 -4.786
O -0.528 -1.648 -0.648
H -1.440 -0.773 -6.650
Br -0.340 -4.563 0.120
H -3.439 -0.490 -5.180
Fe -0.605 0.256 -0.926
C -1.623 -2.081 -0.161
H 2.202 -0.097 -3.606
C 0.755 0.798 4.249
H 3.820 0.813 -2.854
C -1.327 -0.547 -5.598
Br 6.668 0.607 1.188
H 5.916 0.915 -1.643
C 2.613 0.370 -1.099
H 0.901 1.196 5.256
H 0.832 -0.524 -5.636
C -3.040 -3.816 0.753
Br -5.353 -0.317 0.449
C -1.392 2.064 4.002
Br -3.288 -5.589 1.322
H 0.243 3.860 2.718
C -0.317 0.822 0.901
C -2.721 -1.141 -0.078
H -1.960 2.766 3.391
Br -5.793 -3.464 1.487
N 1.336 0.260 -1.745
H 1.734 0.585 3.817
C 2.649 0.192 0.276
C -0.012 1.808 3.384
C -4.132 -2.890 0.824
C -0.064 -0.410 -5.042
H -1.962 1.136 4.066
C 0.774 3.124 3.323
N -1.049 0.014 -2.899
H 1.728 0.005 0.809
```

The spin multiplicity is 2. Its net charge is 0. The HOMO energy (alpha / beta) is -7.724 / -7.985 eV. The value obtained for the LUMO energy (alpha / beta) is -1.37 / -1.76 eV.

Here are the Löwdin charges for atoms 1 to 4, given in e:
1. C -0.04
2. H 0.10
3. H 0.08
4. C -0.12

=====

# 8
The following is a DFT calculation (ωB97M-V with the def2-TZVPD basis set) of the ion C7H9N2O with charge -1 in a non-equilibrium geometry.

Geometry as XYZ:
```
19
C7H9N2O | the Open Molecules 2025 dataset | ωB97M-V with the def2-TZVPD basis set
H -1.859 -2.450 -0.819
H 1.323 0.154 -1.462
C 2.131 0.655 -1.086
C -1.616 -1.513 -0.334
C -2.487 -0.495 -0.562
C -0.280 0.108 0.758
H 0.244 -2.098 0.558
H 1.932 1.747 -1.058
C -0.527 -1.256 0.508
H 2.474 -0.713 0.388
H 3.169 0.629 -1.514
H 0.991 1.635 1.283
H 1.366 0.180 2.281
H -3.356 -0.672 -1.293
C -1.261 1.097 0.721
C 1.152 0.579 1.202
N -2.360 0.696 0.033
N 2.296 0.233 0.377
O -3.332 1.485 0.020
```

The spin multiplicity is 1. Its net charge is -1. The HOMO energy is -3.214 eV. The value obtained for the LUMO energy is 3.78 eV.

Here are the Löwdin charges for atoms 1 to 4, given in e:
1. H 0.08
2. H 0.03
3. C -0.09
4. C -0.15

=====

What are the energy values for these records? In order: -1312.5835; -2072.8671; -344.5367; -1181.4429; -322.0320; -5027.9711; -15319.0559; -456.7543 Eh.
What are the ΔE to the lowest compared entry with this formula, charge and spin values for these records? In order: 1.9; 28.0; 40.9; 117.1; 36.6; 44.2; 0.0; 49.0 kcal/mol.